Entry 1:
The following is a quantum chemistry calculation of C13H25NO5Rb as an isolated structure, from the OMol25 dataset.

- net charge = -1
- spin multiplicity = 1
- relative energy (zero: lowest compared OMol25 entry of this formula, charge and spin) (kcal per mole) = 92.5
- LUMO level (eV) = 0.9
- HOMO level (eV) = -1.99

```
45
Properties=species:S:1:pos:R:3:forces:R:3
Rb 0.927686 2.735404 3.588359 0.51 -0.10 -0.57
O 6.764307 4.393004 2.085607 0.97 -0.04 -0.01
C 5.450136 4.331187 2.417326 -2.72 -0.22 -1.30
O 4.666729 3.789986 1.601520 0.48 -1.22 -1.44
O 5.028327 4.867919 3.413362 0.55 1.51 3.35
H 6.740355 3.963769 1.227241 0.27 -0.15 -0.30
C -0.502513 2.798773 -1.785876 -0.47 0.36 0.40
C -1.334374 1.542141 -2.149104 -0.21 -0.97 0.84
C -1.639037 1.755303 -3.656859 -0.64 -1.08 0.08
C -2.131849 0.510200 -4.384238 1.10 -0.62 0.24
C -1.094753 -0.591089 -4.168151 -0.09 -0.24 1.05
C -0.846867 -0.953618 -2.648154 0.70 1.34 -0.14
N -0.508503 0.333848 -1.867324 0.85 -1.28 -0.56
O -0.131753 0.087818 -0.447328 -1.30 0.51 -2.00
C 0.369775 -1.947068 -2.710430 -0.42 -0.04 0.42
C -2.067197 -1.732990 -2.128170 0.01 -0.29 -0.02
C -2.725413 1.510262 -1.384013 0.59 0.46 0.57
H 0.504224 2.819418 -2.203202 -0.08 -0.57 -0.20
H -0.370091 3.025573 -0.727988 -0.22 -0.47 0.19
H -1.013278 3.661322 -2.213912 -0.18 0.26 -0.04
H -0.746312 2.132306 -4.155872 -0.07 0.18 -0.07
H -2.502873 2.412311 -3.757952 0.45 0.87 0.22
H -2.223888 0.719914 -5.449907 -0.13 0.05 -0.15
H -3.113988 0.210855 -4.018325 -0.07 -0.06 0.08
H -0.132981 -0.301503 -4.591505 0.08 0.29 -0.01
H -1.346250 -1.535162 -4.651448 -0.28 -0.05 -0.18
H 0.186323 -2.690443 -3.486209 -0.46 -0.22 -0.11
H 0.491130 -2.504258 -1.781497 -0.01 0.21 0.17
H 1.351313 -1.569892 -2.997523 -0.19 0.80 0.28
H -2.987505 -1.149064 -2.141001 0.15 0.06 0.13
H -1.908741 -2.154000 -1.135325 0.10 0.41 0.18
H -2.267672 -2.593927 -2.765902 0.10 -0.18 -0.29
H -3.316608 2.396746 -1.613650 -0.11 0.16 -0.12
H -2.583936 1.497581 -0.303299 0.50 0.21 0.10
H -3.363691 0.633445 -1.493047 0.26 -0.02 -0.76
C 0.821993 -3.672154 5.063066 -1.86 -0.35 -1.06
C 0.647688 -2.632014 6.126527 1.69 2.48 -1.25
O 0.489922 -1.431355 5.824485 -0.17 -2.66 1.15
C 0.958252 -3.111355 7.514711 -0.54 0.16 0.81
H 0.136651 -4.486578 5.297846 0.34 -0.53 0.40
H 1.813315 -4.069923 4.845917 0.08 0.23 0.52
H 0.367925 -3.344265 4.127964 0.47 0.53 -0.13
H 1.955302 -2.796052 7.822254 0.10 0.13 -0.27
H 0.913183 -4.195139 7.621905 -0.05 0.06 -0.19
H 0.275537 -2.667236 8.239121 -0.06 0.07 0.00
```
Positions in Å, forces in eV/Å.

Results of the natural (NBO) charge analysis, in e, for atoms 1 through 5: number 1, Rb, carries 0.991; number 2, O, carries -0.741; number 3, C, carries 0.925; number 4, O, carries -0.863; number 5, O, carries -0.799

Entry 2:
The following is a quantum chemistry calculation of C51H57As3CrN3O2P2 as an isolated structure, from the OMol25 dataset.

- net charge = +2
- <S²> = 3.855
- spin multiplicity = 4
- relative energy (zero: lowest compared OMol25 entry of this formula, charge and spin) (kcal per mole) = 0.0
- LUMO level (spin up / spin down) (eV) = -6.3 / -5.6
- HOMO level (spin up / spin down) (eV) = -12.51 / -12.51

```
119
Properties=species:S:1:pos:R:3:forces:R:3
Cr -0.667814 -0.538109 0.154401 0.03 -0.34 -0.13
C -0.417413 -2.186566 3.594476 0.02 -0.01 -0.02
As 0.657282 -1.388182 2.184681 0.01 0.02 0.08
C 1.781976 -2.935669 1.878591 0.02 0.03 -0.04
C 1.854001 -0.088648 3.009958 -0.01 0.00 0.01
C 1.275225 1.077938 3.831795 -0.01 -0.02 0.02
C 0.453836 0.594275 5.027086 -0.01 0.01 -0.02
C 0.428135 2.055610 2.989227 -0.07 -0.11 -0.01
As -0.994361 1.478482 1.759798 -0.01 0.13 0.02
C -1.524038 3.214996 1.073621 0.05 0.01 -0.01
C -2.488642 1.174811 2.961965 -0.01 -0.01 -0.02
C 2.476720 1.922533 4.316114 0.00 0.03 0.02
As 3.796437 1.443387 5.735117 0.03 -0.02 -0.02
C 2.671295 1.509643 7.339297 0.00 -0.02 0.02
C 3.973102 -0.513027 5.628295 -0.02 0.00 0.01
H 0.217815 -2.345278 4.463945 0.01 0.00 0.01
H -0.760018 -3.151842 3.224596 0.00 -0.01 0.00
H -1.277381 -1.590978 3.872497 -0.05 0.05 -0.01
H 2.376104 -3.105916 2.775930 0.01 -0.01 0.01
H 2.430081 -2.815500 1.017047 -0.10 -0.04 0.13
H 1.124113 -3.789603 1.720977 0.00 -0.01 0.00
H 2.457870 0.305609 2.185614 0.00 0.02 -0.03
H 2.519011 -0.670350 3.646042 0.01 0.00 0.00
H -0.521044 0.210425 4.730023 -0.01 0.00 -0.01
H 0.279924 1.421347 5.717120 0.00 -0.01 -0.02
H 0.973439 -0.189755 5.577278 -0.01 0.01 -0.01
H 1.089874 2.666795 2.386779 0.15 0.11 -0.25
H -0.087811 2.739020 3.669330 0.00 0.02 0.00
H -1.796468 3.841491 1.921894 0.01 0.02 0.01
H -2.382119 3.104196 0.412751 -0.02 -0.01 0.00
H -0.711625 3.683807 0.521919 -0.02 0.00 0.00
H -2.447501 1.922561 3.752044 -0.01 0.02 0.01
H -2.464617 0.178294 3.387546 0.02 -0.05 0.03
H -3.419177 1.282166 2.408534 0.02 0.01 0.02
H 2.093851 2.879710 4.688869 0.00 -0.01 0.00
H 3.092371 2.174701 3.446676 -0.01 0.00 -0.01
H 2.159402 2.470599 7.390130 0.01 0.00 -0.01
H 3.335642 1.443211 8.199904 -0.01 0.00 0.01
H 1.942387 0.703403 7.396944 0.02 0.02 0.01
H 4.442748 -0.806666 4.689684 0.01 0.00 0.00
H 3.030804 -1.044963 5.763998 0.01 -0.01 -0.01
H 4.645347 -0.806230 6.434207 0.00 0.01 0.01
O -0.219385 2.167296 -2.005327 -0.08 -0.05 -0.11
C -1.484483 2.700610 -2.220962 0.07 -0.02 0.02
C -1.622150 4.060432 -2.428378 0.00 -0.01 -0.01
C -2.889182 4.584746 -2.635429 -0.02 0.01 0.00
C -3.996958 3.747101 -2.638539 0.01 0.02 -0.01
C -3.845923 2.390197 -2.400153 0.02 -0.01 0.01
C -2.580183 1.844571 -2.169023 0.00 0.02 0.02
P -2.360896 0.091550 -1.719157 0.03 -0.06 -0.04
C -4.047926 -0.402321 -1.261831 0.00 0.02 0.00
C -4.814476 -1.280967 -2.018466 -0.01 -0.01 -0.01
C -6.115163 -1.581413 -1.627122 0.00 0.00 0.01
C -6.656732 -0.997784 -0.494149 0.00 0.00 0.00
C -5.899619 -0.104226 0.257591 0.00 0.00 0.00
C -4.602912 0.183993 -0.122954 -0.01 0.01 -0.01
C -2.002506 -0.796974 -3.262641 -0.04 0.06 -0.05
C -1.948122 -2.192674 -3.257201 0.05 0.03 -0.02
C -1.654831 -2.886840 -4.419260 0.00 -0.02 0.00
C -1.408438 -2.195533 -5.599801 -0.01 -0.01 0.00
C -1.497160 -0.812466 -5.620718 0.00 0.00 0.01
C -1.805492 -0.116200 -4.460070 -0.04 -0.01 -0.02
C 0.449685 1.690111 -3.125660 0.00 0.05 -0.01
C 0.370321 2.308967 -4.362124 0.03 0.00 0.04
C 1.104732 1.796873 -5.420220 0.01 0.01 0.00
C 1.921733 0.690609 -5.238993 0.00 0.01 0.00
C 2.007393 0.095173 -3.991826 0.00 -0.01 -0.02
C 1.254165 0.575339 -2.921100 -0.03 -0.01 -0.05
P 1.476932 0.021089 -1.199323 0.02 -0.04 -0.01
C 2.455987 -1.503800 -1.361855 0.02 0.01 -0.06
C 2.041625 -2.468531 -2.285661 0.01 0.00 0.03
C 2.770213 -3.634256 -2.455527 -0.01 -0.04 0.00
C 3.909660 -3.866904 -1.691300 0.01 0.00 0.00
C 4.315374 -2.925974 -0.759586 0.02 0.01 -0.03
C 3.593487 -1.748914 -0.597300 0.01 0.02 -0.07
C 2.636073 1.331502 -0.689178 0.10 -0.05 -0.05
C 2.113292 2.502600 -0.160886 -0.06 0.09 0.23
C 2.925979 3.596527 0.100403 0.00 0.01 0.02
C 4.280259 3.530546 -0.184992 0.01 0.00 -0.03
C 4.804999 2.384663 -0.770552 -0.01 0.01 0.00
C 3.988378 1.298735 -1.040274 0.05 -0.05 0.04
H -0.740713 4.689590 -2.432135 -0.01 -0.01 -0.01
H -3.010564 5.646748 -2.802766 0.00 -0.01 0.00
H -4.983323 4.152324 -2.819510 0.01 0.00 0.01
H -4.719187 1.752384 -2.384701 0.00 0.00 0.01
H -4.416433 -1.727533 -2.919416 -0.01 0.01 0.01
H -6.705523 -2.267363 -2.220037 0.01 0.01 0.01
H -7.670430 -1.231027 -0.196605 0.01 0.00 0.00
H -6.325145 0.361721 1.136918 0.01 0.00 -0.01
H -4.014983 0.884737 0.459295 -0.02 -0.02 -0.03
H -2.188278 -2.742635 -2.359079 0.04 -0.03 0.07
H -1.639928 -3.969490 -4.409313 0.01 0.01 0.00
H -1.178432 -2.738314 -6.507164 0.00 0.00 0.00
H -1.342595 -0.270572 -6.544596 0.00 0.00 0.01
H -1.905395 0.959114 -4.498407 0.00 -0.01 0.00
H -0.256155 3.178121 -4.502854 -0.02 0.02 0.01
H 1.047051 2.277892 -6.387982 0.00 0.00 0.01
H 2.505988 0.301907 -6.061998 0.00 0.01 0.01
H 2.675502 -0.743683 -3.855176 -0.01 0.04 -0.02
H 1.157847 -2.296755 -2.889777 -0.01 -0.01 0.02
H 2.464056 -4.357541 -3.202840 0.00 0.01 0.01
H 4.482288 -4.774080 -1.832384 0.00 0.01 0.00
H 5.200576 -3.098154 -0.161490 -0.01 0.00 0.00
H 3.926839 -1.029042 0.138702 0.01 0.03 0.00
H 1.048487 2.576143 -0.014376 -0.10 0.01 0.16
H 2.500018 4.503854 0.511586 0.00 -0.02 0.00
H 4.921288 4.378114 0.018054 0.00 -0.01 0.01
H 5.853587 2.341876 -1.033518 -0.01 0.00 0.00
H 4.411702 0.436438 -1.537305 -0.01 0.02 0.01
N -0.277353 -4.590925 -0.908009 0.03 0.00 -0.03
C -0.845829 -3.525112 -0.347601 -0.11 -0.06 0.01
O -0.375419 -2.364478 -0.618305 0.04 0.16 0.00
C -1.963906 -3.686052 0.524776 0.07 -0.06 -0.06
C -2.357597 -2.443898 0.989872 0.07 -0.01 -0.18
N -2.371513 -1.294185 1.159672 -0.16 0.07 0.23
C -2.507213 -4.942718 0.878748 -0.11 0.08 0.20
N -2.922675 -5.972114 1.183812 0.07 -0.01 -0.12
H 0.556104 -4.463810 -1.459838 0.00 0.00 -0.01
H -0.619255 -5.520667 -0.721408 0.00 0.00 0.00
```
Positions in Å, forces in eV/Å.

Results of the Mulliken charge analysis, in e, for atoms 1 through 5: number 1, Cr, carries -3.287; number 2, C, carries -1.546; number 3, As, carries 1.652; number 4, C, carries -0.710; number 5, C, carries -1.089

Entry 3:
The following is a quantum chemistry calculation of C11H19InNS7 as an isolated structure, from the OMol25 dataset.

- net charge = +1
- spin multiplicity = 1
- LUMO level (eV) = -3.5
- HOMO level (eV) = -9.83

```
39
Properties=species:S:1:pos:R:3:forces:R:3
In -0.053818 0.455937 0.469496 0.31 -0.50 1.30
S -0.678445 -2.222616 -0.004165 0.40 -0.08 -0.20
S -0.802996 2.892176 -0.139699 0.73 0.08 -0.25
C 0.890276 -3.104965 0.292029 -0.05 -0.01 0.02
C -0.610984 -2.132819 -1.835954 -0.11 -0.16 0.25
C 0.157411 -0.938938 -2.375432 0.02 0.18 -0.21
N -0.390248 0.320439 -1.819506 0.07 0.03 -0.16
C 0.208536 1.531665 -2.427379 -0.12 -0.30 -0.18
C -0.535453 2.768980 -1.955242 -0.17 0.47 0.13
H -1.652663 -2.125512 -2.188234 0.29 -0.02 0.07
H -0.138463 -3.062211 -2.171881 -0.20 0.17 -0.01
H 0.067937 -0.916069 -3.476039 0.08 -0.09 0.33
H 1.228332 -0.996574 -2.124555 -0.32 0.06 0.02
H 0.131527 1.459146 -3.528370 0.12 0.17 0.39
H 1.275981 1.567233 -2.163614 -0.26 -0.06 -0.01
H -1.537115 2.818070 -2.403786 0.26 0.01 0.09
H 0.012272 3.677631 -2.232701 -0.23 -0.21 -0.09
C 0.749241 3.732188 0.366379 -0.24 0.30 -0.14
H -1.408696 0.335524 -1.958087 0.39 0.00 -0.09
H 1.614263 3.321898 -0.166115 -0.23 0.01 0.22
H 0.861983 3.600183 1.447804 -0.02 -0.05 -0.26
H 0.616077 4.794378 0.127228 0.14 -0.28 0.13
H 1.024445 -3.198350 1.377188 -0.07 0.03 -0.32
H 1.725223 -2.537079 -0.129580 -0.14 -0.10 0.15
H 0.818008 -4.098341 -0.166974 -0.02 0.25 0.18
C -2.918854 0.302621 1.091738 -0.29 0.14 -0.15
C -3.243625 0.221489 -0.209675 0.08 0.37 0.26
H -2.883484 1.271455 1.625011 0.01 -0.63 -0.43
H -2.728102 -0.584775 1.708345 -0.23 0.36 -0.30
H -3.438631 1.125770 -0.813048 0.00 -0.45 0.42
H -3.387296 -0.733196 -0.723840 0.14 0.20 0.24
S 2.968116 -3.667736 5.198803 -0.10 0.15 -0.05
C 2.437339 -2.419285 4.304467 -0.10 0.45 -0.23
S 1.011219 -1.455712 4.648722 0.19 -0.14 -0.04
C 1.066521 -0.381342 3.261046 2.17 -0.96 -1.20
C 2.123230 -0.599732 2.375579 -1.32 -0.04 1.80
S 2.394139 0.106391 0.810270 -0.41 0.46 -0.52
S 3.256782 -1.835604 2.870240 0.03 -0.29 0.01
S -0.229974 0.707678 3.039530 -0.80 0.47 -1.18
```
Positions in Å, forces in eV/Å.

Results of the natural (NBO) charge analysis, in e, for atoms 1 through 5: number 1, In, carries 1.005; number 2, S, carries 0.312; number 3, S, carries 0.313; number 4, C, carries -0.736; number 5, C, carries -0.537

Number 1: largest force on an atom 3.71 eV/A. Number 2: largest force on an atom 0.36 eV/A. Number 3: largest force on an atom 2.66 eV/A.